# C20H28NO2ReS

C20H28NO2ReS as an isolated structure (wB97M-V/def2-TZVPD, OMol25).

The geometry in XYZ format:
```
53
Properties=species:S:1:pos:R:3:mulliken_charge:R:1
Re 0.6240 0.1413 2.8627 1.1149
S 1.3644 -0.3678 7.5262 -0.2708
O -1.1462 -0.2533 -1.8581 -0.5626
O 1.0926 -1.0323 -3.1007 -0.3299
N 0.3596 -1.4341 5.1474 -0.3263
C 0.1894 -0.6879 -4.1937 -0.2339
C -1.4657 1.1725 -1.9171 1.6115
C -1.4463 -0.7220 2.1676 -0.6968
C -1.5714 0.5353 2.9250 -0.5102
C 0.5866 -1.4742 -5.4377 -0.6841
C -0.9951 -1.2171 4.4890 0.4017
C 1.3632 1.7355 3.9713 -0.5758
C 0.0539 0.1362 -1.0743 0.5878
C 1.5041 -2.5834 -4.8874 -0.5374
C 1.1782 2.1402 2.5911 -0.3573
C -1.9984 1.4235 -3.3069 -1.4307
C -2.5092 1.5907 -0.8980 -1.3089
C -1.2049 0.2705 4.2554 -1.1006
C -1.0151 -1.7184 3.0571 -1.0234
C 2.3398 0.6699 3.9955 -0.6326
C 1.4383 -2.4150 -3.3590 -0.6055
C 2.7390 0.4157 2.6280 -0.6575
C 2.0070 1.3082 1.7659 -0.3573
C -0.0479 1.6220 -1.4274 -0.8073
C 0.7521 -0.9037 6.1844 0.3996
H 2.0707 1.3491 0.6801 0.6047
H 0.6387 1.9091 -2.2377 0.2008
H -1.7076 -0.8240 1.1105 0.9097
H 0.9612 -0.3224 -1.4416 0.6212
H -0.8745 -2.7738 2.8300 0.4452
H -2.1813 1.3743 0.1349 -0.0535
H 2.5241 -2.4389 -5.2528 0.2463
H 0.8685 2.1536 4.8448 0.5047
H 1.1280 -0.8163 -6.1234 0.2307
H -2.2942 2.4724 -3.3922 0.4200
H -1.2322 0.9986 5.0538 0.6250
H -2.6875 2.6687 -1.0211 0.4619
H -0.0653 -0.1263 -0.0226 -0.9241
H 0.0268 2.3039 -0.5708 0.2513
H -0.2903 -1.9111 -5.9288 0.3060
H -1.9497 1.4778 2.5359 0.5522
H 0.5839 -3.0274 -2.9940 0.2771
H -1.2996 1.1543 -4.1049 0.2493
H 3.4769 -0.3029 2.3143 0.4797
H 1.1244 -3.5559 -5.1960 0.2962
H 0.2292 0.3995 -4.3362 0.3869
H 0.5627 2.9581 2.2315 0.4828
H 2.6985 0.1508 4.8777 0.4770
H -3.4524 1.0563 -1.1264 0.3634
H -1.7090 -1.7787 5.1140 0.5725
H -0.8280 -1.0193 -3.8881 0.1905
H 2.3579 -2.6356 -2.8133 0.3668
H -2.8717 0.7539 -3.3837 0.3490
```

As for the energy relative to the best compared isomer or geometry (same formula, charge and spin): 123.1 kJ/mol. Its charge is +1. The multiplicity is 4. The HOMO-LUMO gap (spin up / spin down) comes out at 7.97 / 6.41 eV.

---

# C25H22Co2NO7

C25H22Co2NO7 as an isolated structure (wB97M-V/def2-TZVPD, OMol25).

The geometry in XYZ format:
```
57
Properties=species:S:1:pos:R:3:mulliken_charge:R:1
Co 1.5082 3.7245 2.2571 0.0350
Co -0.9774 4.0562 0.4656 -0.0762
O -2.0097 6.4812 1.7353 -0.4149
O 2.5046 -2.1121 0.9447 -0.5765
O 0.7875 6.1323 3.6988 -0.4048
O 0.5151 4.7498 -1.9297 -0.3703
O -3.1323 2.4229 -0.6071 -0.4015
O 3.4597 4.5464 0.2677 -0.3940
O 2.7146 1.7241 3.9483 -0.4014
N 0.6421 -3.4166 1.1735 -0.1611
C -0.2693 -2.3493 1.1175 0.8200
C -0.0243 -1.2247 1.8616 -1.2900
C 1.0938 5.1789 3.1369 0.1629
C 2.3123 1.4630 -1.1308 -0.0300
C -3.7911 -2.9244 -1.4006 -0.8850
C -1.6249 5.5509 1.1624 0.2382
C -0.1483 2.9629 2.1247 0.2721
C 0.3354 2.5212 0.9059 -0.1337
C -0.1361 4.5653 -0.9978 0.0960
C 2.0006 -3.2092 1.1122 0.5196
C -3.5707 -1.5580 -0.7301 -0.7233
C 1.1344 0.1086 -3.2846 -0.7561
C -2.4202 -1.5515 0.2214 -0.6009
C 2.7086 4.2559 1.0990 -0.1519
C -1.4226 -2.4834 0.2347 0.9754
C 3.0812 1.1565 -2.2549 -0.8584
C 0.3822 0.4059 -2.1543 -0.1876
C 0.9500 1.1296 -1.0806 0.3451
C -2.4647 -3.5245 -1.8516 -0.7861
C -1.4729 -3.6734 -0.6916 -0.8229
C 2.8390 -4.4598 1.2667 -1.0764
C 0.0930 1.5314 0.0110 -0.1145
C 2.2695 2.5857 3.3208 0.0894
C 2.4852 0.4931 -3.3328 -0.3703
C -2.3582 3.1932 -0.2038 0.1824
H 4.1366 1.4404 -2.2769 0.4032
H 3.0703 0.2505 -4.2148 0.3717
H 0.3385 -4.3804 1.1568 0.3240
H -1.7669 -4.5793 -0.1354 0.3765
H -2.0228 -2.8761 -2.6186 0.2874
H -0.4868 -3.8985 -1.1214 0.3037
H -4.4648 -2.8124 -2.2546 0.3601
H 2.2696 -5.3934 1.3374 0.2937
H 2.7376 1.9669 -0.2636 0.2953
H 0.6573 -0.4248 -4.1126 0.3828
H 3.4531 -4.3497 2.1682 0.2764
H -0.7505 2.4181 2.8606 0.3851
H -0.7766 -0.4366 1.9192 0.2198
H -2.4268 -0.7256 0.9351 0.2853
H 0.8673 -1.1421 2.4908 0.2724
H -0.6721 0.1341 -2.0510 0.4029
H -3.4084 -0.8027 -1.5209 0.2711
H -4.2737 -3.6004 -0.6863 0.3181
H 3.5198 -4.5125 0.4108 0.2932
H -2.6359 -4.5037 -2.3130 0.3633
H -4.4881 -1.2396 -0.2141 0.3838
H -0.8710 1.0153 0.0887 0.3819
```

Its charge is -1. The HOMO-LUMO gap comes out at 5.34 eV.

---

# C2H2FP

One molecule with the formula C2H2FP (wB97M-V/def2-TZVPD, OMol25).

The geometry in XYZ format:
```
6
Properties=species:S:1:pos:R:3:mulliken_charge:R:1
P -0.4873 0.4041 1.1004 0.1282
F -1.9198 -0.1604 0.6131 -0.2889
C 0.6597 -0.5713 0.0917 -0.3795
C 0.4104 0.6114 -0.4442 -0.2098
H 0.2873 1.1933 -1.3952 0.3079
H 1.0496 -1.4771 0.0342 0.4421
```

As for the energy relative to the best compared isomer or geometry (same formula, charge and spin): 29.4 kJ/mol. The structure (SMILES) is FP1=CC=1. The HOMO-LUMO gap comes out at 11.10 eV.

---

# C34H40N4O8PReS3

C34H40N4O8PReS3 as an isolated structure (wB97M-V/def2-TZVPD, OMol25).

The geometry in XYZ format:
```
91
Properties=species:S:1:pos:R:3:mulliken_charge:R:1
Re -0.1120 0.5858 -0.2500 1.9203
S 0.3680 0.3205 -2.6335 -0.2201
S -4.4852 -0.7625 -1.1874 -0.2844
S -0.2873 2.9682 -0.7204 -0.5803
P 0.7223 -2.3052 0.8899 -0.3763
O -2.7759 1.9407 1.0733 -0.4517
O 1.7816 1.0952 0.1990 0.0906
O 2.0552 -1.8460 1.6146 -0.0123
O -0.3648 -1.7812 1.9469 0.9377
O -3.5368 1.3364 3.0937 -0.4251
O 0.6122 -3.7270 0.5765 -0.8159
O 0.5596 -1.3214 -0.3446 -0.6141
O 3.3115 1.3853 1.8212 -0.6758
N 0.7122 2.2197 -4.4196 0.1576
N -1.9055 0.0643 -0.6250 -0.7041
N -0.1737 1.1357 1.9196 0.1157
N 1.4212 4.0263 -2.4250 0.1062
C 5.2453 3.7602 -0.4242 -0.8368
C 4.3531 0.5411 -7.4181 -0.4040
C 2.9019 0.3337 -5.5090 -0.2155
C 2.1852 1.1797 1.4622 0.4591
C 1.0593 1.1095 2.4510 0.2663
C 3.5196 -3.8121 1.1188 -1.7584
C -2.5729 1.5838 2.2007 -0.1826
C 1.8430 5.0549 -1.4358 -1.4034
C 1.3129 1.1535 3.8048 -0.7631
C 3.3453 1.1891 -8.1173 -0.6150
C 3.8774 3.8487 -0.6260 0.1044
C 4.2266 -1.8924 2.5381 -1.6411
C -1.3859 -2.6612 2.5815 1.5419
C 2.1141 1.4155 -7.5105 -0.2521
C 3.3352 4.9829 -1.2300 0.3928
C 3.4388 -2.3044 1.3101 1.6203
C -2.2801 -3.3542 1.5471 -1.4064
C 1.1165 3.5857 -4.7767 -0.8596
C -0.6830 -3.6582 3.4903 -1.7841
C 5.5394 5.9322 -1.4253 -0.6885
C 4.1311 0.1133 -6.1126 -0.7845
C -1.0303 1.3569 4.1338 -0.7115
C -3.0338 -0.2927 -0.8691 0.9998
C 0.6386 3.0237 -2.1432 0.3005
C -2.2202 -1.6961 3.3966 -1.3669
C 4.1666 6.0216 -1.6299 -0.4107
C 3.9269 -1.5860 0.0589 -1.3361
C 6.0773 4.8016 -0.8247 -0.4529
C 0.2445 1.2401 4.6686 -0.7869
C -1.2087 1.3180 2.7651 0.4848
C 1.8868 0.9885 -6.2077 0.6985
C 0.5603 1.2538 -5.5342 -1.4837
C 2.0874 4.0728 -3.7421 -0.6608
C 0.5575 1.8991 -3.1566 0.6194
H 5.2771 -2.1629 2.4102 0.4485
H 4.5757 -4.0874 1.0837 0.5055
H 7.1459 4.7331 -0.6613 0.4119
H 4.8520 -2.0591 -0.2834 0.5061
H -1.4259 -4.3054 3.9647 0.4403
H 3.2305 3.0351 -0.2971 0.4835
H 3.1855 -1.6674 -0.7401 0.3172
H 5.6606 2.8826 0.0581 0.4938
H 2.7238 -0.0147 -4.4940 0.4762
H -3.2316 -3.6213 2.0124 0.4394
H -0.1227 -3.1358 4.2710 0.3322
H -3.0005 -2.2498 3.9194 0.6113
H -4.3854 1.5226 2.6703 0.3862
H 4.1221 -0.5321 0.2529 0.1265
H 1.5346 6.0315 -1.8054 0.4479
H 2.3424 1.1251 4.1359 0.6018
H 4.1590 -0.8140 2.6865 0.1786
H 3.5135 1.5173 -9.1364 0.3938
H -1.8962 1.4857 4.7665 0.5501
H 1.3226 1.9162 -8.0621 0.3949
H 6.1849 6.7477 -1.7305 0.3830
H 4.9145 -0.4022 -5.5688 0.4315
H -2.7016 -0.9585 2.7447 0.1786
H 3.0424 -4.3430 1.9447 0.3127
H -2.4879 -2.6761 0.7145 0.0321
H 0.0003 -4.2860 2.9157 0.3586
H -0.1498 1.6850 -6.2392 0.4463
H 0.3924 1.2464 5.7410 0.4839
H -1.8133 -4.2480 1.1421 0.4347
H 1.5970 3.5536 -5.7495 0.4990
H 3.0392 -4.1358 0.1960 0.4121
H 3.7427 6.9105 -2.0912 0.4175
H 5.3113 0.3614 -7.8910 0.3928
H 0.2387 4.2327 -4.8350 0.3127
H 1.3164 4.8613 -0.5111 0.5371
H 2.3840 5.0995 -3.9403 0.5742
H 2.9859 3.4558 -3.7251 0.3348
H 3.8372 -2.4032 3.4222 0.3319
H -1.6054 -1.1789 4.1375 0.1922
H 0.1325 0.3422 -5.1334 0.5377
```

As for the energy relative to the best compared isomer or geometry (same formula, charge and spin): 53.9 kJ/mol. Its charge is +1. The multiplicity is 2. The HOMO-LUMO gap (spin up / spin down) comes out at 6.27 / 6.59 eV.

---

Sequential maximum force output: 6.9, 3.4, 5.4, 1.7 eV Å⁻¹